# 1
Entry from OMol25: a structure of composition C23H28CaF6N6O6S3 at a distorted geometry (ωB97M-V with the def2-TZVPD basis set).

CARTESIAN COORDINATES (ANGSTROEM)
Ca -16.580 7.793 -4.868
O -14.280 5.369 -2.476
C -15.245 6.041 -2.823
N -16.177 5.747 -3.793
C -16.145 4.578 -4.505
O -15.433 3.632 -4.422
C -17.256 4.604 -5.512
C -17.910 3.412 -5.897
C -18.969 3.517 -6.770
C -19.233 4.755 -7.461
C -18.507 5.865 -6.988
N -17.569 5.791 -6.027
C -15.683 7.218 -1.956
C -15.221 7.343 -0.642
C -15.617 8.432 0.171
C -16.419 9.367 -0.405
C -16.920 9.136 -1.662
N -16.505 8.137 -2.454
H -17.614 2.503 -5.462
H -19.539 2.559 -7.013
H -19.876 4.855 -8.300
H -18.741 6.878 -7.404
H -14.594 6.629 -0.224
H -15.275 8.452 1.174
H -16.829 10.158 0.199
H -17.611 9.795 -2.173
F -17.762 12.597 -5.739
C -17.072 11.667 -6.494
F -15.764 11.645 -6.065
F -17.026 12.093 -7.747
S -17.859 9.974 -6.361
O -16.839 9.104 -6.914
O -18.079 9.699 -4.926
N -19.111 10.407 -7.140
S -20.283 9.404 -7.653
O -19.792 8.182 -8.172
O -21.235 10.172 -8.414
C -21.131 9.097 -6.003
F -20.451 8.533 -5.005
F -21.545 10.276 -5.654
F -22.142 8.243 -6.262
C -10.098 7.038 -8.269
C -10.971 7.933 -9.118
C -12.096 8.567 -8.379
C -13.139 7.615 -7.721
N -12.477 6.858 -6.588
C -12.683 7.096 -5.276
S -13.798 8.378 -4.775
N -12.014 6.371 -4.327
C -11.036 5.313 -4.590
C -11.043 4.343 -3.414
C -10.080 4.681 -2.247
C -10.536 5.739 -1.247
H -9.098 6.915 -8.685
H -10.433 5.999 -8.144
H -9.967 7.483 -7.296
H -11.361 7.361 -9.941
H -10.405 8.728 -9.457
H -12.669 9.165 -9.048
H -11.731 9.152 -7.533
H -13.295 6.759 -8.429
H -13.985 8.073 -7.305
H -11.675 6.299 -6.830
H -12.406 6.458 -3.417
H -10.066 5.738 -4.823
H -11.368 4.752 -5.490
H -10.773 3.319 -3.726
H -12.083 4.194 -3.013
H -9.133 4.795 -2.651
H -10.159 3.753 -1.658
H -10.509 6.803 -1.604
H -10.003 5.740 -0.309
H -11.518 5.566 -0.920

- electronic energy (hartree) = -4144.70801
- HOMO (eV) = -8.948
- max |F| (eV/A) = 4.425
- molecular weight (g/mol) = 734.78
- charge = 0
- HOMO-LUMO gap (eV) = 8.961



# 2
Entry from OMol25: a structure of composition C23H28Cl3IrN3O2Si at a distorted geometry (ωB97M-V with the def2-TZVPD basis set).

CARTESIAN COORDINATES (ANGSTROEM)
Ir -1.220 -1.487 0.558
C 0.952 -1.619 0.301
Si 1.477 0.140 -0.162
C 0.120 1.347 0.548
N -1.244 0.868 0.353
C -1.769 1.118 -0.991
C -2.073 2.603 -1.242
C -2.997 3.164 -0.163
C -2.427 2.878 1.221
C -2.173 1.375 1.368
C 1.713 0.387 -2.025
C 1.350 1.547 -2.710
C 1.575 1.677 -4.069
C 2.185 0.653 -4.775
C 2.576 -0.497 -4.108
C 2.341 -0.625 -2.752
C 3.102 0.587 0.740
C 3.185 0.516 2.124
C 4.357 0.861 2.773
C 5.460 1.267 2.041
C 5.387 1.329 0.661
C 4.216 0.982 0.009
H 1.322 -1.956 1.270
H 1.259 -2.343 -0.445
H 0.250 2.349 0.129
H 0.294 1.434 1.620
H -2.695 0.547 -1.109
H -1.047 0.756 -1.725
H -2.533 2.711 -2.225
H -1.139 3.168 -1.256
H -3.986 2.706 -0.248
H -3.112 4.239 -0.302
H -3.129 3.192 1.993
H -1.498 3.428 1.380
H -3.123 0.844 1.261
H -1.770 1.150 2.356
H 0.901 2.373 -2.179
H 1.280 2.579 -4.582
H 2.363 0.752 -5.835
H 3.066 -1.293 -4.647
H 2.664 -1.519 -2.238
H 2.334 0.190 2.703
H 4.409 0.804 3.848
H 6.379 1.523 2.547
H 6.244 1.642 0.085
H 4.171 1.028 -1.067
N -3.625 -2.047 0.811
C -4.016 -2.151 2.208
C -2.908 -1.575 3.199
O -3.264 -1.367 4.331
O -1.779 -1.393 2.680
H -4.131 -1.297 0.352
H -3.820 -2.907 0.307
H -4.138 -3.190 2.508
H -4.926 -1.594 2.442
Cl -1.629 -6.938 -0.986
C -1.013 -5.668 0.115
Cl 0.733 -5.898 0.409
Cl -1.900 -5.754 1.678
C -1.226 -4.366 -0.430
N -1.358 -3.231 -0.659

- electronic energy (hartree) = -2982.06501
- HOMO (spin up / spin down) (eV) = -11.467 / -11.465
- max |F| (eV/A) = 4.786
- molecular weight (g/mol) = 705.16
- charge = +1
- HOMO-LUMO gap (spin up / spin down) (eV) = 6.138 / 6.363



# 3
Entry from OMol25: an isolated molecule of C23H28ClN3O (ωB97M-V with the def2-TZVPD basis set).

CARTESIAN COORDINATES (ANGSTROEM)
C 3.856 2.640 -1.934
C 3.618 2.553 -3.412
C 4.598 2.987 -4.290
C 4.466 2.858 -5.662
C 3.318 2.268 -6.157
Cl 3.125 2.072 -7.869
C 2.312 1.840 -5.313
C 2.439 1.989 -3.931
N 1.452 1.534 -3.051
C 0.568 0.476 -3.489
C -0.043 -0.180 -2.250
N -0.802 0.818 -1.515
C -1.628 0.281 -0.460
C -0.895 -0.350 0.732
O 0.299 -0.563 0.768
N -1.724 -0.657 1.755
C -1.268 -1.258 2.995
C -1.301 -0.233 4.131
C -1.031 -0.932 5.456
C -2.184 -1.879 5.767
C -2.499 -2.785 4.608
C -3.243 -3.938 4.832
C -3.567 -4.795 3.798
C -3.138 -4.510 2.513
C -2.398 -3.368 2.279
C -2.080 -2.493 3.313
C 0.078 1.890 -1.082
C 0.705 2.534 -2.314
H 3.285 1.874 -1.417
H 4.914 2.502 -1.720
H 3.565 3.615 -1.542
H 5.503 3.420 -3.890
H 5.243 3.195 -6.329
H 1.423 1.400 -5.735
H 1.144 -0.264 -4.046
H -0.250 0.857 -4.123
H -0.724 -0.978 -2.559
H 0.761 -0.613 -1.639
H -2.260 1.094 -0.084
H -2.282 -0.482 -0.896
H -2.709 -0.458 1.680
H -0.226 -1.552 2.806
H -0.557 0.541 3.937
H -2.286 0.242 4.162
H -0.099 -1.494 5.385
H -0.925 -0.198 6.257
H -3.079 -1.293 6.003
H -1.953 -2.482 6.647
H -3.569 -4.162 5.838
H -4.146 -5.685 3.994
H -3.375 -5.178 1.698
H -2.050 -3.145 1.280
H -0.515 2.632 -0.541
H 0.875 1.520 -0.419
H 1.362 3.350 -2.021
H -0.102 2.947 -2.944

- electronic energy (hartree) = -1592.97114
- HOMO (eV) = -8.020
- max |F| (eV/A) = 0.527
- molecular weight (g/mol) = 397.95
- charge = 0
- HOMO-LUMO gap (eV) = 8.676
- SMILES = Cc1ccc(Cl)cc1N1CCN(CC(=O)N[C@H]2CCCc3ccccc32)CC1



# 4
Entry from OMol25: a structure of composition C23H28FeO11S (ωB97M-V with the def2-TZVPD basis set).

CARTESIAN COORDINATES (ANGSTROEM)
Fe 0.806 -0.862 0.181
O 1.519 -3.336 3.432
C 1.498 -2.405 2.613
O 0.988 -2.434 1.454
C 2.075 -1.050 3.063
C 0.948 -0.002 3.003
C 1.290 1.226 3.847
C 2.397 1.886 2.986
C 2.465 0.939 1.787
O 1.086 0.523 1.666
C 3.160 -0.378 2.150
C 3.592 -1.124 0.869
O 4.711 -1.645 0.855
O 2.787 -1.070 -0.122
H 2.446 -1.174 4.080
H -0.054 -0.406 3.112
H 1.623 0.946 4.847
H 0.420 1.878 3.938
H 3.358 1.952 3.499
H 2.107 2.880 2.647
H 2.773 1.400 0.858
H 4.072 -0.202 2.721
C -5.092 -0.940 3.759
O -5.412 -0.014 2.749
C -4.477 0.156 1.749
C -4.844 1.062 0.739
C -3.952 1.261 -0.290
C -2.722 0.600 -0.396
C -1.930 0.743 -1.623
C -1.849 2.095 -2.317
O -1.303 -0.178 -2.118
C -2.301 -0.271 0.676
O -1.158 -0.774 0.835
C -3.267 -0.482 1.727
H -5.954 -0.979 4.425
H -4.210 -0.630 4.327
H -4.905 -1.936 3.348
H -5.804 1.559 0.782
H -4.246 1.931 -1.090
H -2.601 2.819 -2.014
H -1.874 1.946 -3.397
H -0.864 2.492 -2.054
H -2.947 -1.155 2.510
O 0.524 -2.356 -1.213
S 1.250 -2.738 -2.460
C 2.114 -1.298 -3.146
C 1.103 -0.526 -3.977
C 0.337 -1.578 -4.770
C -0.043 -2.659 -3.764
H 2.921 -1.719 -3.756
H 2.531 -0.768 -2.289
H 1.595 0.206 -4.622
H 0.436 0.003 -3.295
H 0.977 -2.000 -5.555
H -0.552 -1.168 -5.254
H -0.180 -3.650 -4.198
H -0.922 -2.377 -3.184
C 2.242 2.383 -2.615
C 1.529 2.109 -1.277
O 1.473 3.048 -0.462
O 1.075 0.940 -1.148
H 2.635 3.399 -2.641
H 1.542 2.239 -3.441
H 3.056 1.666 -2.745

- electronic energy (hartree) = -3382.88850
- HOMO (spin up / spin down) (eV) = -1.822 / -1.822
- max |F| (eV/A) = 0.626
- molecular weight (g/mol) = 568.38
- charge = -2
- HOMO-LUMO gap (spin up / spin down) (eV) = 6.182 / 6.180



# 5
Entry from OMol25: a structure of composition C23H28IrN3O3S3Se2 (ωB97M-V with the def2-TZVPD basis set).

CARTESIAN COORDINATES (ANGSTROEM)
Ir 0.287 1.903 -0.856
O -2.343 1.931 -5.415
C -2.612 2.358 -4.080
C -2.874 1.148 -3.191
C -4.126 0.436 -3.738
O -4.476 -0.740 -3.016
C -3.180 1.587 -1.759
Se -1.949 2.809 -0.851
C -1.714 0.152 -3.250
Se 0.099 0.854 -3.026
H -1.569 2.400 -5.733
H -3.492 3.012 -4.071
H -1.772 2.921 -3.672
H -3.978 0.213 -4.798
H -4.982 1.108 -3.650
H -3.911 -1.458 -3.313
H -3.310 0.710 -1.127
H -4.126 2.134 -1.745
H -1.693 -0.318 -4.234
H -1.852 -0.622 -2.495
S 2.744 1.728 -0.614
C 2.327 2.818 0.643
N 1.047 3.079 0.750
C 0.753 3.951 1.786
C -0.508 4.398 2.166
C -0.598 5.274 3.231
C 0.543 5.703 3.915
C 1.799 5.256 3.547
C 1.894 4.375 2.478
S 3.323 3.634 1.802
H -1.385 4.055 1.634
H -1.570 5.633 3.542
H 0.444 6.389 4.746
H 2.683 5.582 4.079
C 3.461 -1.366 -2.777
C 2.402 -2.445 -2.595
C 1.886 -2.546 -1.166
N 1.202 -1.318 -0.788
C 0.655 -1.068 0.385
S -0.126 0.394 0.767
N 0.733 -2.084 1.308
C 0.251 -2.103 2.620
O -0.303 -1.164 3.126
C 0.501 -3.390 3.340
C 0.602 -3.329 4.726
C 0.827 -4.483 5.456
C 0.933 -5.707 4.807
C 0.811 -5.776 3.427
C 0.598 -4.619 2.693
H 3.859 -1.390 -3.791
H 4.292 -1.507 -2.082
H 3.052 -0.369 -2.614
H 2.809 -3.422 -2.864
H 1.556 -2.256 -3.261
H 2.731 -2.720 -0.488
H 1.198 -3.395 -1.082
H 1.040 -0.613 -1.516
H 1.246 -2.901 1.021
H 0.502 -2.368 5.212
H 0.916 -4.431 6.533
H 1.103 -6.609 5.379
H 0.872 -6.731 2.923
H 0.465 -4.696 1.620

- electronic energy (hartree) = -7385.08408
- HOMO (eV) = -7.125
- max |F| (eV/A) = 0.057
- molecular weight (g/mol) = 840.83
- charge = 0
- HOMO-LUMO gap (eV) = 6.705



# 6
Entry from OMol25: a structure of composition C23H28IrP at a distorted geometry (ωB97M-V with the def2-TZVPD basis set).

CARTESIAN COORDINATES (ANGSTROEM)
Ir -0.170 -0.684 0.711
C -0.983 -0.532 -1.501
C 0.019 -1.560 -1.571
C -0.323 -2.561 -0.638
C -1.542 -2.145 0.028
C -1.945 -0.892 -0.512
C -3.260 -0.219 -0.238
C -2.382 -2.988 0.923
C 0.350 -3.865 -0.425
C 1.134 -1.629 -2.545
C -1.092 0.653 -2.380
H -4.065 -0.731 -0.769
H -3.260 0.816 -0.569
H -3.509 -0.241 0.822
H -2.801 -3.819 0.348
H -3.205 -2.423 1.351
H -1.796 -3.428 1.732
H -0.146 -4.617 -1.048
H 0.265 -4.200 0.608
H 1.399 -3.841 -0.716
H 0.900 -2.400 -3.286
H 2.068 -1.928 -2.072
H 1.283 -0.690 -3.072
H -1.567 0.332 -3.314
H -0.119 1.069 -2.639
H -1.713 1.430 -1.945
C 3.253 -1.636 0.539
P 2.068 -0.555 1.364
C 2.193 -0.884 3.127
C 2.732 0.038 4.021
C 2.790 -0.274 5.372
C 2.296 -1.487 5.831
C 1.750 -2.407 4.943
C 1.693 -2.105 3.593
C 2.485 1.155 1.062
C 1.398 2.034 1.047
C 1.584 3.390 0.852
C 2.877 3.870 0.673
C 3.963 3.004 0.681
C 3.774 1.642 0.871
H 4.245 -1.495 0.967
H 3.281 -1.407 -0.526
H 2.954 -2.674 0.681
H 3.112 0.989 3.669
H 3.220 0.432 6.068
H 2.332 -1.718 6.887
H 1.368 -3.351 5.307
H 1.275 -2.827 2.896
H 0.378 1.650 1.212
H 0.744 4.071 0.847
H 3.037 4.930 0.526
H 4.963 3.394 0.544
H 4.627 0.975 0.876

- electronic energy (hartree) = -1338.31913
- HOMO (eV) = -14.737
- max |F| (eV/A) = 3.940
- molecular weight (g/mol) = 527.67
- charge = +2
- HOMO-LUMO gap (eV) = 6.152



# 7
Entry from OMol25: a cluster of 2 separate species, C23H28N3 in total at a distorted geometry (ωB97M-V with the def2-TZVPD basis set).

CARTESIAN COORDINATES (ANGSTROEM)
C 2.713 1.042 0.268
N 1.515 1.284 1.005
C 1.098 0.410 2.071
C -0.288 0.923 2.425
N -0.563 1.873 1.381
C -1.821 2.541 1.272
C 0.534 2.154 0.608
C 0.643 3.214 -0.284
H 2.924 1.905 -0.368
H 3.550 0.882 0.958
H 2.622 0.147 -0.372
H 1.067 -0.638 1.740
H 1.783 0.479 2.926
H -1.039 0.124 2.436
H -0.280 1.406 3.414
H -2.074 2.697 0.216
H -2.591 1.909 1.732
H -1.822 3.520 1.775
H -0.285 3.668 -0.599
H 1.586 3.384 -0.782
C 4.675 7.915 -1.245
C 3.368 7.421 -1.698
N 2.949 7.605 -2.974
C 3.763 8.175 -4.033
C 1.641 7.142 -3.134
C 1.214 6.633 -1.884
C -0.030 6.026 -1.793
C -0.793 5.872 -2.959
C -0.344 6.376 -4.196
C 0.890 7.030 -4.294
C 2.339 6.762 -0.960
C 2.436 6.198 0.316
C 1.388 6.067 1.273
C 0.180 6.817 1.221
C -0.869 6.513 2.082
C -0.746 5.461 3.001
C 0.483 4.798 3.145
C 1.554 5.143 2.341
H 4.714 7.798 -0.160
H 5.512 7.355 -1.690
H 4.816 8.979 -1.492
H 3.194 8.123 -4.961
H 4.013 9.223 -3.822
H 4.698 7.614 -4.153
H -0.370 5.674 -0.823
H -1.751 5.351 -2.903
H -0.967 6.252 -5.079
H 1.273 7.434 -5.231
H 3.447 5.964 0.663
H 0.094 7.638 0.505
H -1.791 7.096 2.035
H -1.593 5.182 3.629
H 0.602 4.021 3.903
H 2.531 4.666 2.457

- electronic energy (hartree) = -1057.22482
- HOMO (eV) = -9.462
- max |F| (eV/A) = 2.019
- molecular weight (g/mol) = 346.50
- charge = +1
- HOMO-LUMO gap (eV) = 4.696



# 8
Entry from OMol25: a cluster of 2 separate species, C23H28N3O2 in total at a distorted geometry (ωB97M-V with the def2-TZVPD basis set).

CARTESIAN COORDINATES (ANGSTROEM)
C -3.961 6.858 -0.162
O -3.071 6.104 0.680
C -2.484 4.959 0.255
C -1.693 4.279 1.216
C -1.185 3.034 0.955
C -1.398 2.381 -0.303
C -0.940 1.049 -0.503
C -1.389 0.154 -1.506
C -0.635 -1.032 -1.773
C -0.983 -1.863 -2.818
C -2.098 -1.527 -3.635
O -2.295 -2.367 -4.687
C -1.252 -3.413 -4.605
C -0.380 -3.121 -3.374
C -2.908 -0.419 -3.352
C -2.591 0.363 -2.265
C -2.043 3.165 -1.308
C -2.611 4.401 -1.045
H -4.229 7.707 0.468
H -3.460 7.211 -1.074
H -4.862 6.287 -0.420
H -1.536 4.781 2.173
H -0.614 2.510 1.715
H -0.165 0.679 0.173
H 0.229 -1.276 -1.150
H -1.771 -4.377 -4.526
H -0.674 -3.378 -5.537
H 0.673 -2.981 -3.663
H -0.436 -3.958 -2.661
H -3.755 -0.213 -4.001
H -3.262 1.165 -1.977
H -2.096 2.791 -2.328
H -3.166 4.937 -1.815
C 0.722 -1.432 3.732
C 0.846 -0.229 2.825
N 1.434 -0.557 1.537
C 2.411 -1.441 1.586
N 2.747 -2.213 2.661
C 2.064 -2.088 3.932
C 3.859 -3.144 2.673
C 4.869 -2.847 1.598
C 4.220 -2.561 0.266
N 3.146 -1.620 0.438
H 0.320 -1.144 4.708
H 0.048 -2.160 3.269
H -0.148 0.165 2.588
H 1.412 0.552 3.365
H 2.692 -1.463 4.585
H 1.956 -3.080 4.387
H 4.329 -3.082 3.659
H 3.486 -4.173 2.554
H 5.448 -1.977 1.906
H 5.550 -3.698 1.511
H 4.951 -2.128 -0.419
H 3.871 -3.506 -0.173
H 2.809 -1.066 -0.337

- electronic energy (hartree) = -1207.72576
- HOMO (eV) = -10.139
- max |F| (eV/A) = 1.844
- molecular weight (g/mol) = 378.50
- charge = +1
- HOMO-LUMO gap (eV) = 5.438



Q: Look up the max |F| of the fourth one.
A: 0.626 eV/A



Q: Which value of max |F| does entry 7 give?
A: 2.019 eV/A



Q: Which value of charge does entry 4 give?
A: -2



Q: max |F| of number 5 (C23H28IrN3O3S3Se2)?
A: 0.057 eV/A